(1)
Molecular formula: C30H43N2O8OsSi3
Method: DFT, wB97M-V/def2-TZVPD

```
87
Properties=species:S:1:pos:R:3:forces:R:3
Os -0.08504 -0.09302 0.17906 0.281 -0.036 -0.761
C -0.44021 3.41092 -1.57231 0.008 0.003 0.024
C -1.57506 2.61212 -1.05330 -0.043 -0.036 -0.181
N -1.54309 1.37749 -0.56737 -0.047 0.071 0.347
C -2.82278 1.04411 -0.21283 -0.045 0.001 -0.028
C -3.66081 2.07626 -0.49958 0.051 -0.096 0.066
N -2.85112 3.04293 -1.03117 0.023 -0.003 -0.006
C -5.11689 2.33423 -0.32003 0.013 0.011 -0.016
O -5.83312 1.36177 0.20789 -0.023 -0.050 0.022
O -5.56312 3.39849 -0.65329 0.014 0.012 -0.015
C -3.00160 -0.24825 0.45214 -0.088 -0.042 -0.030
O -4.08215 -0.69699 0.77586 -0.040 0.038 -0.008
O -1.86233 -0.85702 0.69262 0.024 0.065 0.226
H 0.30744 2.74771 -1.99982 0.018 0.004 -0.006
H 0.02070 3.97664 -0.76122 0.012 -0.011 0.010
H -0.78406 4.09685 -2.34474 0.006 0.019 0.015
H -3.19949 3.94189 -1.33806 -0.015 0.003 0.004
H -5.29985 0.55898 0.42208 0.016 0.010 -0.005
O 0.06229 -0.02643 2.24820 0.209 0.325 -0.230
C 0.10905 1.31557 2.89525 0.058 -0.293 -0.109
C 0.38538 2.27414 1.72969 0.113 0.189 0.164
O 0.36971 3.46558 1.88080 -0.026 0.055 -0.033
O 0.72990 1.70187 0.59774 -0.317 -0.086 0.100
C -1.19850 1.65344 3.57843 -0.099 0.060 0.025
C -2.36549 0.90892 3.44044 0.173 -0.090 0.035
C -3.53861 1.31990 4.06303 0.015 -0.006 0.003
C -3.55322 2.47954 4.81754 -0.015 0.007 0.004
C -2.38674 3.22014 4.96548 0.003 0.001 0.005
C -1.21389 2.80979 4.35770 -0.067 0.026 -0.017
C 1.29203 1.28439 3.85086 -0.023 0.018 -0.019
C 2.47758 1.96380 3.59439 -0.013 -0.052 0.008
C 3.54660 1.85255 4.47420 -0.013 0.001 -0.015
C 3.43914 1.05894 5.60438 0.011 -0.015 0.012
C 2.25427 0.38312 5.86645 0.005 -0.007 0.014
C 1.18296 0.50370 4.99897 -0.012 0.006 -0.008
H -0.55977 -0.62342 2.69252 -0.083 -0.004 -0.014
H -2.38886 -0.01748 2.87954 -0.028 0.046 -0.032
H -4.43361 0.72288 3.95252 -0.019 -0.004 0.001
H -4.46602 2.80332 5.29887 -0.006 -0.002 -0.003
H -2.38897 4.12255 5.56174 -0.005 0.000 0.006
H -0.31090 3.39352 4.47593 -0.004 -0.019 -0.011
H 2.57526 2.59755 2.72320 -0.002 0.023 -0.020
H 4.46221 2.39326 4.27549 -0.001 0.003 -0.004
H 4.27233 0.97409 6.28900 0.005 0.002 0.000
H 2.16167 -0.22758 6.75442 -0.004 0.000 0.004
H 0.25117 -0.00176 5.22453 -0.017 -0.009 -0.003
C 2.83391 1.06782 -0.92370 0.074 0.046 -0.079
O 1.92011 -0.03171 -0.76250 0.144 0.276 0.069
Si 2.40895 -1.48917 -0.03635 0.021 -0.821 0.418
C 3.30226 -1.10040 1.55005 -0.005 0.034 -0.088
C 3.55507 -2.49202 -1.10596 0.092 0.379 -0.116
C 0.63844 -2.04285 0.20519 -0.033 -0.028 -0.021
Si 0.41170 -3.36221 1.55838 -0.101 0.019 0.236
C 0.72018 -2.73454 3.31556 -0.038 0.001 -0.036
C -1.30133 -4.12432 1.58718 0.092 -0.048 0.003
C 1.66454 -4.72753 1.25782 0.041 0.047 -0.068
Si -0.08824 -2.60250 -1.48486 -0.321 -0.266 0.291
C -1.89151 -3.12126 -1.47688 0.099 0.011 -0.164
C -0.03639 -1.04554 -2.57131 0.169 -0.052 0.154
C 0.79627 -4.08553 -2.21512 0.014 0.154 -0.179
H 3.52456 0.81322 -1.72761 0.003 -0.031 0.014
H 3.38295 1.25607 -0.00222 -0.015 -0.004 0.025
H 2.27660 1.95948 -1.18416 -0.020 -0.009 -0.026
H 4.32087 -0.76441 1.34103 0.000 0.016 0.002
H 3.38971 -2.01151 2.14706 0.018 -0.006 0.002
H 2.80895 -0.34394 2.16435 -0.021 -0.054 -0.033
H 4.56559 -2.08321 -1.02231 0.012 -0.013 -0.021
H 3.28301 -2.49342 -2.16182 -0.029 -0.039 0.001
H 3.59940 -3.52526 -0.76000 -0.029 -0.003 0.031
H -0.20986 -2.44534 3.81795 -0.015 0.051 -0.038
H 1.43556 -1.92169 3.41858 0.025 -0.008 -0.008
H 1.10357 -3.58369 3.88820 -0.019 -0.004 0.010
H -2.10074 -3.41818 1.36507 0.018 0.027 0.013
H -1.47050 -4.51642 2.59372 0.002 -0.015 -0.003
H -1.38226 -4.96956 0.90242 -0.032 0.020 -0.036
H 2.69777 -4.37152 1.28185 0.002 0.003 0.021
H 1.50883 -5.24041 0.30680 0.000 0.025 -0.003
H 1.56978 -5.47378 2.04956 -0.029 -0.013 0.013
H -2.58234 -2.47331 -0.94614 0.001 0.027 0.017
H -2.01905 -4.13252 -1.09543 0.012 -0.002 0.046
H -2.19830 -3.14652 -2.52838 -0.016 -0.009 0.004
H -0.42622 -0.12091 -2.09567 -0.016 0.097 -0.029
H -0.69636 -1.20400 -3.42630 -0.086 0.047 0.034
H 0.96274 -0.79447 -2.92399 -0.016 0.001 0.005
H 0.24133 -4.98397 -1.93980 -0.002 -0.001 0.024
H 1.83180 -4.22426 -1.92268 0.008 0.035 0.007
H 0.76498 -4.01495 -3.30620 -0.003 -0.032 -0.014
```
Forces are in eV/Å.

Summary:
* gap between HOMO and LUMO: 7.565 eV
* spin multiplicity: 1
* energy: -2839.53181 Ha
* HOMO energy: -11.8 eV
* energy above the lowest of the compared OMol25 structures with the same formula, charge and spin: 0.0 kcal per mole
* net charge: +1

(2)
Molecular formula: C2H8S2
Method: DFT, wB97M-V/def2-TZVPD

```
12
Properties=species:S:1:pos:R:3:forces:R:3
C 2.38998 0.24295 -1.81041 0.541 0.509 -0.621
H 3.23769 0.46862 -1.16721 -0.022 -0.148 0.086
H 1.49047 0.13234 -1.21155 0.008 -0.213 -0.135
H 2.29644 1.07736 -2.51419 -0.247 -0.014 0.282
H 2.61597 -0.62108 -2.43421 -0.187 -0.203 0.360
C -1.91841 -0.73475 1.98003 -0.670 -0.458 0.027
S -1.29166 -0.85653 0.30383 0.700 0.836 0.245
S -0.74229 1.03631 -0.14744 -0.382 -0.588 -0.489
H -2.09321 0.26374 2.37059 -0.038 0.132 -0.379
H -2.82622 -1.34280 1.98621 -0.021 0.113 0.184
H -1.18227 -1.22239 2.61628 0.236 -0.128 -0.046
H -1.97650 1.55622 0.02808 0.081 0.163 0.487
```
Forces are in eV/Å.

Summary:
* gap between HOMO and LUMO (alpha / beta): 10.801 / 7.349 eV
* spin multiplicity: 2
* energy: -877.03062 Ha
* HOMO energy (alpha / beta): -15.8 / -16.1 eV
* energy above the lowest of the compared OMol25 structures with the same formula, charge and spin: 5.6 kcal per mole
* net charge: +1

(3)
Molecular formula: C14H16
Method: DFT, wB97M-V/def2-TZVPD

```
30
Properties=species:S:1:pos:R:3:forces:R:3
C -4.46348 2.19604 0.40705 0.134 0.181 -0.994
C -0.58051 0.55532 -0.00383 0.142 -0.105 0.607
C -0.77751 1.63395 0.88949 -0.822 0.649 -0.083
C -1.63386 0.05641 -0.81964 0.458 0.355 -0.186
C -2.03306 2.16244 1.03703 0.828 -0.504 -0.106
C -2.87327 0.60155 -0.70777 0.474 0.099 0.187
C -3.09560 1.65358 0.23744 -0.639 0.289 0.358
H 0.37538 0.04886 0.06455 0.132 -0.035 -0.464
H 0.02231 2.09229 1.44760 0.345 -0.372 0.070
H -1.36051 -0.68046 -1.56145 -0.311 -0.221 0.064
H -2.17558 2.93504 1.77999 -0.356 0.104 -0.170
H -3.69345 0.28488 -1.32333 -0.224 -0.141 -0.158
H -4.99339 1.56464 1.11130 -0.236 -0.196 0.363
H -5.01588 2.14990 -0.53698 0.011 -0.154 0.123
H -4.49290 3.22584 0.74168 0.159 0.066 0.330
C 1.15867 -3.06429 -0.79146 0.433 -0.174 0.418
C 2.08829 -1.95281 -0.35579 -0.265 -0.360 0.241
C 2.07215 -1.49593 0.97057 -0.524 0.426 -0.886
C 2.94965 -1.35709 -1.26221 0.489 0.523 -0.192
C 2.74531 -0.32334 1.28385 0.891 -0.356 0.290
C 3.68806 -0.22063 -0.92793 -0.436 -0.314 0.172
C 3.55595 0.30770 0.34710 -0.132 -0.011 -0.190
H 0.68754 -2.83576 -1.73560 -0.110 0.108 -0.357
H 0.37483 -3.21705 -0.05091 -0.012 -0.082 0.038
H 1.42084 -2.00743 1.66746 0.136 0.050 0.251
H 3.09989 -1.76330 -2.25297 -0.317 -0.121 -0.111
H 2.83186 0.03505 2.29590 -0.438 0.059 0.288
H 4.33256 0.23315 -1.66725 0.076 0.033 0.050
H 4.09636 1.19279 0.63541 0.149 0.159 0.020
H 1.68934 -4.01133 -0.91928 -0.036 0.046 0.026
```
Forces are in eV/Å.

Summary:
* gap between HOMO and LUMO (alpha / beta): 7.732 / 3.902 eV
* spin multiplicity: 2
* energy: -542.75344 Ha
* HOMO energy (alpha / beta): -11.9 / -11.9 eV
* energy above the lowest of the compared OMol25 structures with the same formula, charge and spin: 0.1 kcal per mole
* net charge: +1